Entry from the OMol25 dataset: a gas-phase ion, C9H11N2 (charge +1) (ωB97M-V/def2-TZVPD).

The geometry in XYZ format:
```
22
Properties=species:S:1:pos:R:3:lowdin_charge:R:1
C -0.4615 -0.8129 3.4742 0.219
C -0.7914 -0.5730 2.0997 -0.067
C -2.9895 0.4443 -0.9036 -0.215
C -2.7035 -0.2449 0.3345 -0.108
C 2.1883 -0.5180 -0.7094 -0.135
C 1.9081 0.9807 -0.7365 -0.158
C 0.8505 -1.1081 -0.3538 -0.124
C 0.7991 1.0829 0.2663 -0.086
C -1.2473 -0.3285 0.6444 -0.117
N -3.3821 1.1126 -1.7274 0.209
N -0.1251 -0.0221 -0.2036 -0.092
H -3.1898 0.2758 1.2076 0.174
H -3.2339 -1.1631 0.4567 0.139
H 2.6587 -0.9681 -1.6075 0.143
H 2.9346 -0.6310 0.0396 0.116
H 2.7792 1.5402 -0.4771 0.128
H 1.6842 1.2996 -1.7282 0.118
H 0.4596 -1.9416 -1.0780 0.185
H 0.7878 -1.6017 0.6552 0.132
H 1.2598 0.7811 1.2301 0.144
H 0.1972 2.1333 0.2677 0.206
H -0.3829 0.2625 -1.1509 0.187
```

Results
Net charge   +1
Gap between HOMO and LUMO (alpha / beta)   7.679 / 7.617 eV
HOMO energy (alpha / beta)   -14.3354 / -14.2860 eV
ΔE to the lowest compared entry with this formula, charge and spin   205.45 kcal/mol



Entry from the OMol25 dataset: 2 unconnected molecules or ions with the total composition C5H15NO (ωB97M-V/def2-TZVPD).

The geometry in XYZ format:
```
22
Properties=species:S:1:pos:R:3:lowdin_charge:R:1
C 1.2882 2.0135 0.3959 -0.072
C 0.0754 1.2140 -0.1306 -0.255
N 0.2148 -0.2011 0.3127 -0.226
C -0.9949 -0.8075 0.8835 -0.089
C 0.7404 -1.1122 -0.7379 -0.263
C 1.4865 -2.2534 -0.0980 -0.103
H 2.1967 1.8397 -0.1744 0.068
H 1.0831 3.0722 0.2603 0.063
H 1.2917 1.7052 1.4389 0.076
H -0.8128 1.5554 0.3746 0.086
H -0.0355 1.2138 -1.2193 0.114
H -1.1573 -1.8553 0.6368 0.087
H -1.8955 -0.2689 0.5829 0.054
H -1.0532 -0.7786 1.9761 0.084
H 1.2671 -0.5297 -1.4902 0.108
H -0.0829 -1.5472 -1.3309 0.110
H 2.5777 -2.2663 -0.2057 0.068
H 1.4091 -2.1968 0.9957 0.074
H 1.2013 -3.2888 -0.2886 0.068
O -3.2505 1.2894 -0.8732 -0.050
H -3.1069 2.2360 -0.8381 0.036
H -2.4425 0.9668 -0.4707 -0.038
```

Results
Gap between HOMO and LUMO   9.426 eV
HOMO energy   -8.5124 eV
SMILES   CCN(C)CC.O
ΔE to the lowest compared entry with this formula, charge and spin   39.06 kcal/mol



Entry from the OMol25 dataset: 7 unconnected molecules or ions with the total composition C30H59IO20 (ωB97M-V/def2-TZVPD).

The geometry in XYZ format:
```
110
Properties=species:S:1:pos:R:3:lowdin_charge:R:1
C -0.3577 2.7839 -2.6150 -0.100
C -0.2900 2.3206 -1.1586 -0.256
C -1.6693 1.8770 -0.6354 -0.219
C -1.5373 0.8224 0.4601 -0.206
C -1.1316 -0.5414 -0.1292 -0.203
C -0.1886 -1.3325 0.7755 -0.207
C 1.2227 -0.7603 0.8540 -0.185
C 2.1475 -0.9887 -0.3663 -0.179
C 1.6319 -1.9022 -1.4697 -0.219
C 2.7353 -2.2556 -2.4727 -0.245
C 2.1681 -3.1388 -3.5757 -0.723
I 2.5578 -5.2314 -3.1252 0.862
O 2.7120 -2.7709 -4.8177 -0.085
C 2.0805 -3.2501 -5.9082 -0.353
O 0.9741 -3.7292 -5.9282 0.056
H 0.5793 3.2318 -2.9359 0.069
H -1.1525 3.5254 -2.7058 0.076
H -0.6292 1.9564 -3.2692 0.057
H 0.0671 3.1509 -0.5492 0.104
H 0.4006 1.4821 -1.0569 0.083
H -2.2706 1.4993 -1.4644 0.111
H -2.1879 2.7613 -0.2587 0.104
H -0.8185 1.1637 1.2051 0.099
H -2.5048 0.6980 0.9460 0.109
H -2.0382 -1.1310 -0.2788 0.113
H -0.7145 -0.3833 -1.1236 0.084
H -0.6151 -1.3002 1.7822 0.113
H -0.1931 -2.3865 0.4985 0.101
H 1.7108 -1.2111 1.7191 0.083
H 1.1592 0.3009 1.0897 0.091
H 2.3783 -0.0195 -0.8140 0.107
H 3.1043 -1.3954 -0.0354 0.108
H 0.8393 -1.4176 -2.0411 0.095
H 1.2474 -2.8411 -1.0676 0.111
H 3.5661 -2.7411 -1.9684 0.088
H 3.1214 -1.3398 -2.9253 0.125
H 1.0848 -3.0860 -3.5859 0.076
H 2.6581 -3.1399 -6.8307 0.153
C 0.4569 0.9785 5.7521 -0.020
O 1.7118 1.6578 5.8736 0.012
C 2.3252 1.8848 4.7183 -0.631
O 1.9186 1.5722 3.6284 0.109
O 3.4755 2.5060 4.9692 0.008
C 4.2467 2.8082 3.8047 -0.037
H 0.0757 0.8604 6.7622 0.093
H -0.2428 1.5682 5.1631 0.090
H 0.5951 -0.0002 5.2961 0.093
H 3.6960 3.4714 3.1406 0.097
H 4.5179 1.8964 3.2757 0.093
H 5.1442 3.3064 4.1581 0.094
C -6.3467 4.5731 3.9943 -0.040
O -5.2713 4.0548 3.2087 0.005
C -4.0667 4.4783 3.5856 -0.628
O -3.8363 5.2283 4.4959 0.126
O -3.1621 3.9261 2.7796 0.002
C -1.8143 4.3022 3.0727 -0.032
H -7.2555 4.1488 3.5787 0.093
H -6.2424 4.2708 5.0344 0.097
H -6.3835 5.6584 3.9260 0.097
H -1.5381 3.9967 4.0801 0.093
H -1.6827 5.3763 2.9594 0.100
H -1.1865 3.7802 2.3556 0.084
C -0.0904 -0.6746 -5.1515 -0.033
O -0.5993 0.5912 -5.5765 0.005
C 0.0138 1.0831 -6.6476 -0.620
O 0.9188 0.5571 -7.2440 0.111
O -0.5428 2.2504 -6.9533 0.012
C 0.0191 2.8870 -8.1042 -0.029
H -0.6683 -0.9591 -4.2753 0.097
H -0.2201 -1.4296 -5.9224 0.091
H 0.9608 -0.5908 -4.8766 0.094
H -0.1078 2.2649 -8.9884 0.093
H 1.0749 3.0991 -7.9479 0.099
H -0.5268 3.8167 -8.2306 0.095
C 3.3315 -1.9788 4.0845 -0.045
O 3.9188 -3.2461 3.7868 0.010
C 3.4073 -4.2591 4.4828 -0.627
O 2.5293 -4.1804 5.3002 0.124
O 4.0347 -5.3736 4.1153 0.006
C 3.5806 -6.5509 4.7865 -0.039
H 3.8274 -1.2488 3.4510 0.093
H 2.2672 -1.9830 3.8566 0.086
H 3.4892 -1.7149 5.1291 0.101
H 2.5268 -6.7274 4.5806 0.097
H 3.7396 -6.4661 5.8596 0.097
H 4.1733 -7.3704 4.3918 0.093
C -2.6654 1.3773 11.3130 -0.038
O -2.8414 -0.0378 11.2128 0.007
C -2.3676 -0.5691 10.0891 -0.630
O -1.8288 0.0327 9.1981 0.116
O -2.5915 -1.8798 10.1207 0.007
C -2.1258 -2.5843 8.9668 -0.037
H -3.0936 1.6673 12.2675 0.093
H -1.6085 1.6349 11.2913 0.097
H -3.1879 1.8871 10.5061 0.097
H -1.0485 -2.4759 8.8593 0.098
H -2.6267 -2.2249 8.0701 0.097
H -2.3736 -3.6284 9.1308 0.093
C 0.6251 -1.0303 -10.0650 -0.034
O 0.1278 -0.5526 -11.3214 0.006
C -1.1369 -0.8791 -11.5677 -0.630
O -1.8583 -1.5132 -10.8452 0.126
O -1.4722 -0.3775 -12.7569 0.002
C -2.8172 -0.6561 -13.1495 -0.042
H 1.6519 -0.6863 -9.9929 0.097
H 0.0536 -0.6169 -9.2413 0.075
H 0.5970 -2.1183 -10.0318 0.100
H -3.5216 -0.2257 -12.4404 0.097
H -2.9802 -1.7292 -13.2273 0.097
H -2.9492 -0.1941 -14.1233 0.092
```

Results
Gap between HOMO and LUMO   9.879 eV
HOMO energy   -9.5450 eV
SMILES   CCCCCCCCCC[C@H](I)OC=O.COC(=O)OC.COC(=O)OC.COC(=O)OC.COC(=O)OC.COC(=O)OC.COC(=O)OC



Entry from the OMol25 dataset: a single C4H8N2O2S molecule (ωB97M-V/def2-TZVPD).

The geometry in XYZ format:
```
17
Properties=species:S:1:pos:R:3:mulliken_spin:R:1
C -0.7130 1.1974 0.1640 0.062
C -2.1674 1.0974 -0.4158 0.018
C 1.1551 -2.3836 0.5007 -0.015
C 0.1173 0.0457 -0.4248 -0.005
N -0.3668 2.0113 1.0592 0.077
N 1.4565 0.4986 -0.5196 0.306
O 1.8192 0.6764 -1.6475 0.299
O 2.0984 0.7667 0.4769 0.202
S -0.2041 -1.2047 0.7089 0.921
H -2.2610 0.7054 -1.4184 0.001
H -2.7425 2.0765 -0.1802 0.003
H -2.9562 0.5650 0.1753 0.002
H 1.0844 -2.8374 1.4831 0.004
H 2.2062 -1.8798 0.5291 0.018
H 1.0266 -3.0700 -0.2661 0.035
H -0.1636 -0.1425 -1.7123 0.069
H 0.6112 1.8777 1.4872 0.003
```

Results
Spin multiplicity   3
<S²>   2.008
Gap between HOMO and LUMO (alpha / beta)   5.168 / 4.504 eV
HOMO energy (alpha / beta)   -5.1678 / -8.9387 eV
ΔE to the lowest compared entry with this formula, charge and spin   88.26 kcal/mol



Entry from the OMol25 dataset: a single C24H37N3O4S molecule (ωB97M-V/def2-TZVPD).

The geometry in XYZ format:
```
69
Properties=species:S:1:pos:R:3:lowdin_charge:R:1
C 2.2192 4.6308 0.2243 -0.073
C 1.3295 3.6084 0.9404 -0.236
N 0.5383 4.0767 2.0676 -0.225
C -0.7954 4.5507 1.7543 -0.248
C -0.9116 5.8819 1.0033 -0.077
C 1.2503 4.8769 3.0518 -0.201
C 2.3022 4.0703 3.8215 -0.151
C 1.6822 2.9525 4.6653 -0.163
N 0.9775 2.0027 3.8416 0.079
C 1.4643 0.7750 3.5717 -0.422
O 2.4153 0.2692 4.1440 0.065
C 0.7032 0.0695 2.5167 -0.090
O -0.3398 0.7305 1.9127 0.093
C -0.8428 -0.1050 0.9861 -0.187
C -1.9163 0.1271 0.1362 0.032
C -2.2501 -0.8837 -0.7431 -0.064
C -1.5326 -2.0777 -0.7631 -0.263
S -1.9765 -3.3254 -1.9781 0.674
O -1.5438 -4.5974 -1.4795 -0.280
O -3.3547 -3.1388 -2.3248 -0.281
N -1.0911 -3.0192 -3.3453 -0.225
C -1.4773 -1.9073 -4.1762 -0.165
C -0.6737 -0.6361 -3.8753 -0.357
C -1.0609 0.4794 -4.8406 -0.063
C 0.8187 -0.9629 -3.9641 -0.139
C 1.1814 -2.0943 -2.9996 -0.357
C 2.6626 -2.4480 -3.0845 -0.062
C 0.3182 -3.3195 -3.3268 -0.164
C -0.4809 -2.3274 0.0860 0.009
C -0.1233 -1.3204 0.9808 -0.088
C 0.8831 -1.1808 1.9919 -0.127
C 1.8951 -2.1979 2.3684 -0.009
H 2.6607 4.1609 -0.6513 0.075
H 3.0274 4.9656 0.8697 0.067
H 1.6536 5.4991 -0.1008 0.060
H 1.9714 2.7939 1.2972 0.108
H 0.6313 3.1744 0.2204 0.117
H -1.3335 4.6385 2.7043 0.116
H -1.2882 3.7675 1.1696 0.107
H -1.9567 6.1775 0.9520 0.071
H -0.5351 5.7932 -0.0122 0.061
H -0.3594 6.6643 1.5185 0.070
H 0.5095 5.2454 3.7672 0.124
H 1.7389 5.7553 2.6033 0.111
H 3.0252 3.6368 3.1305 0.110
H 2.8389 4.7509 4.4845 0.115
H 0.9805 3.3809 5.3888 0.122
H 2.4600 2.4054 5.2036 0.119
H 0.3201 2.4224 3.1912 0.111
H -2.4642 1.0548 0.1716 0.119
H -3.0840 -0.7838 -1.4192 0.117
H -2.5445 -1.7545 -4.0143 0.118
H -1.3220 -2.1945 -5.2233 0.139
H -0.8972 -0.3139 -2.8519 0.123
H -0.5015 1.3855 -4.6198 0.078
H -0.8481 0.1863 -5.8663 0.081
H -2.1224 0.7003 -4.7608 0.078
H 1.4079 -0.0732 -3.7298 0.124
H 1.0616 -1.2670 -4.9855 0.128
H 0.9530 -1.7657 -1.9795 0.125
H 2.9018 -3.2542 -2.3954 0.078
H 3.2750 -1.5852 -2.8327 0.079
H 2.9203 -2.7700 -4.0910 0.081
H 0.4567 -4.1146 -2.5940 0.118
H 0.5973 -3.7053 -4.3149 0.139
H 0.0234 -3.2794 0.0557 0.127
H 2.5061 -2.4562 1.5044 0.088
H 2.5289 -1.8084 3.1591 0.071
H 1.4000 -3.1049 2.7124 0.093
```

Results
Gap between HOMO and LUMO   8.787 eV
HOMO energy   -8.6004 eV
SMILES   CCN(CC)CCCNC(=O)c1oc2ccc(S(=O)(=O)N3C[C@H](C)C[C@H](C)C3)cc2c1C
ΔE to the lowest compared entry with this formula, charge and spin   27.04 kcal/mol



Entry from the OMol25 dataset: a single C3H13N4P molecule (ωB97M-V/def2-TZVPD).

The geometry in XYZ format:
```
21
Properties=species:S:1:pos:R:3:lowdin_charge:R:1
C 0.1763 2.2705 -0.0885 -0.266
N 0.3233 1.0662 -0.9158 -0.251
P 0.0470 -0.3762 -0.3041 0.445
N 0.0063 -1.2949 -1.6833 -0.072
N 1.1749 -1.1306 0.6346 -0.224
C 2.6025 -0.9917 0.4382 -0.141
N -1.3242 -0.7220 0.5068 -0.179
C -2.5131 0.2228 0.5349 -0.105
H -0.2704 2.8996 -0.8562 0.053
H 1.0732 2.8452 0.2182 0.049
H -0.2619 2.1607 0.9223 0.054
H -0.2274 -0.8898 -2.6490 0.101
H -0.4625 -2.0992 -1.5640 -0.024
H 0.8591 -1.0367 1.5805 0.068
H 2.4361 -0.2157 -0.3547 0.066
H 3.1169 -0.5312 1.2866 0.077
H 3.0815 -1.9206 0.0855 0.076
H -1.3338 -1.6245 0.9699 0.088
H -2.2519 0.8437 -0.3299 0.064
H -3.4508 -0.1966 0.1451 0.069
H -2.8014 0.7210 1.4230 0.053
```

Results
Gap between HOMO and LUMO   8.593 eV
HOMO energy   -7.7337 eV
SMILES   CN=P(N)(NC)NC
ΔE to the lowest compared entry with this formula, charge and spin   9.83 kcal/mol